Entry 1:
{
  "formula": "C3H7N2O2P",
  "method": "ωB97M-V/def2-TZVPD",
  "elements": ["N", "C", "N", "P", "O", "O", "H", "H", "H", "C", "C", "H", "H", "H", "H"],
  "coordinates": [[-0.50, 3.04, -0.17], [-0.81, 1.89, -0.05], [-1.24, 0.77, -0.16], [-2.34, -0.40, 0.13], [-1.57, -1.29, 1.29], [-2.03, -1.38, -1.18], [0.34, 3.44, -0.33], [-1.89, -1.14, 2.11], [-2.92, -1.79, -1.50], [2.23, 0.03, 0.35], [2.03, -1.07, -0.34], [1.94, 0.16, 1.31], [2.91, 0.80, -0.04], [1.49, -1.91, 0.03], [2.35, -1.17, -1.44]],
  "lowdin_charge": [0.180, -0.349, -0.065, 0.706, -0.238, -0.317, 0.029, -0.040, 0.092, -0.099, -0.081, 0.010, 0.057, 0.036, 0.081],
  "gap_ev": 9.8,
  "smiles": "N=C=NP(O)O.C=C",
  "e_tot_ha": -719.83650,
  "largest_force_ev_per_a": 5.6
}

***

Entry 2:
{
  "formula": "C3H7N2O2S",
  "method": "ωB97M-V/def2-TZVPD",
  "elements": ["C", "C", "C", "N", "N", "O", "O", "S", "H", "H", "H", "H", "H", "H", "H"],
  "coordinates": [[1.26, 1.38, 0.93], [0.21, 2.37, 1.13], [-0.29, 0.95, 0.94], [-1.16, -0.90, -0.07], [-0.77, 0.48, -0.32], [1.07, -3.77, -1.83], [-1.23, -3.65, -2.86], [0.04, -2.95, -2.59], [1.79, 1.17, -0.09], [1.68, 0.99, 1.82], [-0.01, 2.86, 2.04], [0.10, 3.15, 0.25], [-0.59, 0.50, 1.87], [-0.34, -1.49, -0.34], [-1.76, -1.08, -0.87]],
  "lowdin_charge": [-0.119, -0.197, -0.348, -0.033, -0.005, -0.710, -0.691, 0.507, 0.137, 0.066, 0.069, 0.137, 0.106, 0.040, 0.040],
  "gap_ev": [8.2, 4.8],
  "e_tot_ha": -776.58817,
  "largest_force_ev_per_a": 4.5,
  "charge": -1
}

***

Entry 3:
{
  "formula": "C3H7N2O2S",
  "method": "ωB97M-V/def2-TZVPD",
  "elements": ["C", "C", "C", "N", "N", "O", "O", "S", "H", "H", "H", "H", "H", "H", "H"],
  "coordinates": [[-1.88, 0.36, 0.25], [-0.35, 0.12, 0.03], [2.16, -0.65, 0.12], [-2.29, -0.13, 1.39], [0.24, 0.55, -1.23], [-1.32, -0.45, 2.14], [-3.44, -0.23, 1.72], [0.62, -0.56, 1.23], [-2.41, 0.82, -0.49], [2.89, -1.30, 0.51], [2.60, 0.27, 0.30], [2.18, -0.84, -0.93], [0.27, -0.08, -2.10], [1.19, 0.89, -1.22], [-0.46, 1.22, -1.74]],
  "lowdin_charge": [0.033, -0.415, -0.284, -0.426, 0.139, -0.154, 0.155, 1.164, 0.101, 0.044, 0.017, 0.047, 0.215, 0.139, 0.224],
  "gap_ev": [8.0, 8.0],
  "e_tot_ha": -776.19286,
  "largest_force_ev_per_a": 9.6,
  "charge": 1
}

***

Entry 4:
{
  "formula": "C3H7N2O3",
  "method": "ωB97M-V/def2-TZVPD",
  "elements": ["C", "C", "C", "N", "N", "O", "O", "O", "H", "H", "H", "H", "H", "H", "H"],
  "coordinates": [[-1.39, 0.15, 0.61], [-2.71, -0.29, 0.27], [1.63, -0.94, -0.57], [-3.85, -0.22, 0.15], [0.72, -1.79, -0.79], [2.76, 2.28, 0.11], [-5.03, -0.32, -0.15], [1.59, -0.05, 0.26], [-1.13, 1.03, -0.03], [-1.24, 0.37, 1.74], [-0.60, -0.50, 0.05], [2.30, 1.28, 0.08], [2.67, -1.11, -1.09], [3.24, 2.53, 0.88], [1.01, -2.39, -1.54]],
  "lowdin_charge": [-0.094, -0.060, -0.641, -0.151, 0.001, -0.202, -0.080, -0.131, 0.095, 0.115, 0.045, 0.031, 0.116, -0.039, -0.005],
  "gap_ev": 8.6,
  "e_tot_ha": -453.67712,
  "largest_force_ev_per_a": 3.9,
  "charge": -1
}

***

Entry 5:
{
  "formula": "C3H7N2OS",
  "method": "ωB97M-V/def2-TZVPD",
  "elements": ["C", "C", "C", "N", "N", "O", "S", "H", "H", "H", "H", "H", "H", "H"],
  "coordinates": [[-0.37, 0.58, 0.79], [0.72, -0.88, -0.53], [1.55, 0.43, -0.43], [-0.33, -0.65, 0.41], [0.70, 1.24, 0.36], [-2.87, -0.75, 0.43], [-4.17, -0.40, -0.30], [0.31, -0.86, -1.59], [1.37, -1.81, -0.48], [2.53, 0.19, 0.08], [1.87, 0.96, -1.40], [-1.19, -1.19, 0.59], [1.00, 2.16, 0.62], [-1.11, 0.98, 1.44]],
  "lowdin_charge": [-0.068, -0.115, -0.142, 0.058, 0.070, -0.724, 0.864, 0.149, 0.155, 0.142, 0.160, 0.121, 0.169, 0.162],
  "gap_ev": [7.8, 7.8],
  "e_tot_ha": -701.13240,
  "largest_force_ev_per_a": 4.1,
  "charge": 1
}

***

Entry 6:
{
  "formula": "C3H7N2OSe",
  "method": "ωB97M-V/def2-TZVPD",
  "elements": ["N", "C", "N", "C", "O", "C", "Se", "H", "H", "H", "H", "H", "H", "H"],
  "coordinates": [[0.57, 1.38, -0.32], [-0.19, 0.37, 0.83], [0.38, -0.87, 0.87], [-0.05, -1.99, 0.09], [0.62, -2.99, -0.05], [-1.46, -1.69, -0.52], [-1.97, 0.13, 0.10], [1.12, 2.20, 0.04], [-0.07, 1.84, -0.86], [1.15, 0.93, -1.06], [-0.24, 0.73, 1.79], [1.19, -1.06, 1.48], [-1.63, -1.89, -1.59], [-2.07, -2.40, 0.07]],
  "lowdin_charge": [0.182, -0.492, 0.007, -0.470, 0.138, -0.301, 1.083, 0.170, 0.059, 0.173, 0.086, 0.186, 0.092, 0.088],
  "gap_ev": 9.8,
  "smiles": "[NH3+][C@@H]1NC(=O)C[Se]1",
  "e_tot_ha": -2704.41261,
  "largest_force_ev_per_a": 4.1,
  "charge": 1
}

***

Entry 7:
{
  "formula": "C3H7N2P",
  "method": "ωB97M-V/def2-TZVPD",
  "elements": ["C", "C", "C", "N", "N", "P", "H", "H", "H", "H", "H", "H", "H"],
  "coordinates": [[0.96, -1.19, 0.01], [1.12, 0.32, 0.06], [0.03, 0.76, -0.88], [-0.06, -1.78, -0.42], [-1.15, -0.07, -0.84], [-2.42, -0.10, 0.24], [1.72, -1.66, 0.61], [0.85, 0.49, 1.00], [2.18, 0.75, -0.09], [-0.33, 1.75, -1.04], [0.41, 0.40, -1.84], [-2.05, -1.14, 1.08], [-3.09, -1.22, -0.46]],
  "lowdin_charge": [-0.262, -0.164, -0.337, 0.157, -0.380, 0.704, 0.107, 0.053, 0.153, 0.113, 0.102, -0.161, -0.085],
  "gap_ev": [8.7, 8.7],
  "e_tot_ha": -569.20698,
  "largest_force_ev_per_a": 4.5
}

***

Entry 8:
{
  "formula": "C3H7N3",
  "method": "ωB97M-V/def2-TZVPD",
  "elements": ["N", "C", "C", "C", "N", "N", "H", "H", "H", "H", "H", "H", "H"],
  "coordinates": [[-1.87, 0.15, -0.30], [-1.56, -0.43, 0.93], [-0.25, -0.64, 1.18], [0.88, -0.38, 0.29], [0.61, 0.19, -0.82], [1.90, 0.54, -1.45], [-2.77, 0.39, -0.62], [-0.89, 0.31, -0.78], [-2.38, -0.84, 1.43], [-0.06, -0.83, 2.27], [1.87, -0.63, 0.62], [2.65, 0.70, -0.79], [1.88, 1.47, -1.96]],
  "lowdin_charge": [0.061, -0.188, -0.142, -0.178, -0.059, -0.025, 0.068, 0.043, 0.087, 0.098, 0.108, 0.038, 0.090],
  "gap_ev": 8.6,
  "smiles": "N/C=C\\C=N\\N",
  "e_tot_ha": -282.68366,
  "largest_force_ev_per_a": 4.6
}

***

Entry 9:
{
  "formula": "C3H7N3",
  "method": "ωB97M-V/def2-TZVPD",
  "elements": ["N", "N", "C", "C", "C", "N", "H", "H", "H", "H", "H", "H", "H"],
  "coordinates": [[1.82, -0.20, -0.42], [0.83, -0.17, 0.59], [-0.03, 1.01, 0.57], [-1.27, 0.63, -0.20], [-1.35, -0.70, -0.17], [-0.25, -1.35, 0.37], [2.52, -0.78, -0.17], [1.51, -0.46, -1.33], [0.54, 1.87, 0.06], [-0.34, 1.09, 1.54], [-1.86, 1.32, -0.64], [-2.33, -1.29, -0.21], [-0.46, -1.86, 1.22]],
  "lowdin_charge": [0.041, -0.161, -0.198, -0.088, -0.208, 0.016, 0.023, 0.073, 0.145, 0.075, 0.050, 0.133, 0.100],
  "gap_ev": 9.4,
  "smiles": "NN1CC=CN1",
  "e_tot_ha": -282.64938,
  "largest_force_ev_per_a": 4.5
}

***

Copy entry 7 word for word.
{
  "formula": "C3H7N2P",
  "method": "ωB97M-V/def2-TZVPD",
  "elements": ["C", "C", "C", "N", "N", "P", "H", "H", "H", "H", "H", "H", "H"],
  "coordinates": [[0.96, -1.19, 0.01], [1.12, 0.32, 0.06], [0.03, 0.76, -0.88], [-0.06, -1.78, -0.42], [-1.15, -0.07, -0.84], [-2.42, -0.10, 0.24], [1.72, -1.66, 0.61], [0.85, 0.49, 1.00], [2.18, 0.75, -0.09], [-0.33, 1.75, -1.04], [0.41, 0.40, -1.84], [-2.05, -1.14, 1.08], [-3.09, -1.22, -0.46]],
  "lowdin_charge": [-0.262, -0.164, -0.337, 0.157, -0.380, 0.704, 0.107, 0.053, 0.153, 0.113, 0.102, -0.161, -0.085],
  "gap_ev": [8.7, 8.7],
  "e_tot_ha": -569.20698,
  "largest_force_ev_per_a": 4.5
}

***

What is the formula in the third record? C3H7N2O2S

***

What did the ninth record say?
{
  "formula": "C3H7N3",
  "method": "ωB97M-V/def2-TZVPD",
  "elements": ["N", "N", "C", "C", "C", "N", "H", "H", "H", "H", "H", "H", "H"],
  "coordinates": [[1.82, -0.20, -0.42], [0.83, -0.17, 0.59], [-0.03, 1.01, 0.57], [-1.27, 0.63, -0.20], [-1.35, -0.70, -0.17], [-0.25, -1.35, 0.37], [2.52, -0.78, -0.17], [1.51, -0.46, -1.33], [0.54, 1.87, 0.06], [-0.34, 1.09, 1.54], [-1.86, 1.32, -0.64], [-2.33, -1.29, -0.21], [-0.46, -1.86, 1.22]],
  "lowdin_charge": [0.041, -0.161, -0.198, -0.088, -0.208, 0.016, 0.023, 0.073, 0.145, 0.075, 0.050, 0.133, 0.100],
  "gap_ev": 9.4,
  "smiles": "NN1CC=CN1",
  "e_tot_ha": -282.64938,
  "largest_force_ev_per_a": 4.5
}